The following is a quantum chemistry calculation of a 5-piece molecular cluster, C30H44F7N2O13S2 overall, from the Open Molecules 2025 dataset.

Output
**2S+1**: 2
**HOMO energy (alpha / beta)**: -8.4 / -8.7 eV
**<S²>**: 0.754
**Kohn-Sham gap (alpha / beta)**: 8.3 / 8.6 eV

Last columns: bonded neighbours and bond lengths (Å).
Positions of all 98 atoms, in Å:
1 C -6.25888 6.50536 2.31693  C2 1.524, H27 1.082, H28 1.085, H29 1.083
2 C -5.25702 6.38275 1.17525  C1 1.524, N3 1.469, H30 1.086, H31 1.091
3 N -4.99792 4.99816 0.75678  C2 1.469, C4 1.478, C6 1.405
4 C -5.04127 4.02325 1.86642  N3 1.478, C5 1.531, H32 1.091, H33 1.078
5 C -4.38703 2.67125 1.56733  C4 1.531, H34 1.084, H35 1.085, H36 1.079
6 C -3.82803 4.91433 -0.01751  N3 1.405, S7 1.623, S8 1.755
7 S -2.34998 5.38410 0.46031  C6 1.623
8 S -4.18962 4.30888 -1.62464  C6 1.755, C9 1.802
9 C -2.64915 4.23810 -2.55677  S8 1.802, C10 1.547, H37 1.084, H38 1.085
10 C -2.61040 2.98249 -3.46010  C9 1.547, C11 1.540, H39 1.088, H40 1.081
11 C -2.44405 1.67784 -2.65824  C10 1.540, C12 1.570, H41 1.086, H42 1.079
12 C -1.06678 0.95759 -2.88187  C11 1.570, C13 1.514, C17 1.545, C26 1.565
13 C -1.26316 0.06753 -4.09021  C12 1.514, F14 1.345, F15 1.330, F16 1.330
14 F -1.98684 -1.00820 -3.73149  C13 1.345
15 F -1.93596 0.65012 -5.07819  C13 1.330
16 F -0.13243 -0.40689 -4.60448  C13 1.330
17 C 0.11144 1.94612 -3.02403  C12 1.545, C18 1.525, H43 1.081, H44 1.088
18 C 1.43778 1.53468 -2.39283  C17 1.525, C19 1.543, C20 1.534, N21 1.497
19 C 2.36646 2.76400 -2.48551  C18 1.543, H45 1.085, H46 1.085, H47 1.091
20 C 2.16329 0.40231 -3.13178  C18 1.534, H48 1.076, H49 1.083, H50 1.088
21 N 1.34480 1.18571 -0.94020  C18 1.497, O22 1.279, C23 1.495
22 O 2.27199 0.37961 -0.58515  N21 1.279
23 C -0.02648 0.77184 -0.51029  N21 1.495, C24 1.526, C25 1.545, C26 1.536
24 C -0.72249 1.98454 0.10216  C23 1.526, H51 1.079, H52 1.086, H53 1.079
25 C 0.15300 -0.23693 0.64605  C23 1.545, H54 1.082, H55 1.092, H56 1.079
26 C -0.83791 0.07330 -1.61106  C12 1.565, C23 1.536, H57 1.084, H58 1.086
27 H -6.61060 7.52448 2.40980  C1 1.082
28 H -5.77816 6.25721 3.25710  C1 1.085
29 H -7.07202 5.79913 2.20367  C1 1.083
30 H -5.66623 6.91862 0.32416  C2 1.086
31 H -4.35188 6.90940 1.47990  C2 1.091
32 H -4.49328 4.45628 2.70433  C4 1.091
33 H -6.05771 3.82686 2.16749  C4 1.078
34 H -4.41739 2.38505 0.52255  C5 1.084
35 H -4.90331 1.89736 2.12552  C5 1.085
36 H -3.38306 2.68342 1.96211  C5 1.079
37 H -1.79786 4.20779 -1.88706  C9 1.084
38 H -2.52140 5.10937 -3.19105  C9 1.085
39 H -3.57154 2.96332 -3.96995  C10 1.088
40 H -1.86263 3.08924 -4.23357  C10 1.081
41 H -3.17625 0.97814 -3.04912  C11 1.086
42 H -2.68487 1.80380 -1.61414  C11 1.079
43 H -0.14007 2.93093 -2.65503  C17 1.081
44 H 0.32128 2.06813 -4.08480  C17 1.088
45 H 2.51469 3.07350 -3.51444  C19 1.085
46 H 3.28691 2.54097 -1.95677  C19 1.085
47 H 1.87941 3.56942 -1.93454  C19 1.091
48 H 3.22512 0.45219 -2.96666  C20 1.076
49 H 1.76375 -0.58313 -2.92602  C20 1.083
50 H 2.02629 0.57901 -4.19672  C20 1.088
51 H -0.45647 2.88359 -0.43197  C24 1.079
52 H -0.31713 2.11143 1.10190  C24 1.086
53 H -1.78773 1.86046 0.21769  C24 1.079
54 H 0.47757 -1.21236 0.30936  C25 1.082
55 H -0.85046 -0.36579 1.05643  C25 1.092
56 H 0.75922 0.17480 1.43848  C25 1.079
57 H -1.80961 -0.13286 -1.17812  C26 1.084
58 H -0.42826 -0.89468 -1.88586  C26 1.086
59 C 2.09716 -4.25190 -2.11589  C60 1.506, O64 1.432, H66 1.091, H67 1.087
60 C 0.82534 -3.79972 -1.44811  C59 1.506, O61 1.415, F65 1.356, H68 1.091
61 O 1.02334 -4.18648 -0.10151  C60 1.415, C62 1.366
62 C 2.37121 -4.15655 0.11777  O61 1.366, O63 1.185, O64 1.356
63 O 2.87851 -4.17004 1.18893  C62 1.185
64 O 3.04948 -4.10657 -1.05575  C59 1.432, C62 1.356
65 F -0.25218 -4.46051 -1.93969  C60 1.356
66 H 2.04730 -5.29694 -2.42401  C59 1.091
67 H 2.36809 -3.64072 -2.97339  C59 1.087
68 H 0.64061 -2.72513 -1.49304  C60 1.091
69 C 4.01196 -6.98657 2.75037  C70 1.504, O74 1.434, H76 1.089, H77 1.088
70 C 4.85037 -7.05231 3.99782  C69 1.504, O71 1.415, F75 1.361, H78 1.091
71 O 5.87037 -7.96411 3.63583  C70 1.415, C72 1.371
72 C 6.03439 -7.85495 2.27875  O71 1.371, O73 1.184, O74 1.355
73 O 6.96682 -8.27416 1.68175  C72 1.184
74 O 4.98724 -7.19938 1.72137  C69 1.434, C72 1.355
75 F 4.15094 -7.56446 5.04755  C70 1.361
76 H 3.26629 -7.77905 2.71127  C69 1.089
77 H 3.51473 -6.02756 2.62473  C69 1.088
78 H 5.29981 -6.10410 4.29590  C70 1.091
79 C 1.06880 -9.46877 4.47091  C80 1.508, O84 1.433, H86 1.091, H87 1.087
80 C -0.08154 -10.38302 4.13069  C79 1.508, O81 1.416, F85 1.354, H88 1.091
81 O -0.72231 -9.69146 3.07398  C80 1.416, C82 1.366
82 C 0.23755 -8.95801 2.43701  O81 1.366, O83 1.182, O84 1.363
83 O 0.11615 -8.46885 1.36762  C82 1.182
84 O 1.36269 -8.87368 3.20136  C79 1.433, C82 1.363
85 F -0.94522 -10.50911 5.16639  C80 1.354
86 H 0.78132 -8.69118 5.17941  C79 1.091
87 H 1.93341 -10.00024 4.86057  C79 1.087
88 H 0.21455 -11.37555 3.78700  C80 1.091
89 C 3.88406 6.36791 0.70331  C90 1.509, O94 1.431, H96 1.091, H97 1.087
90 C 2.94624 7.45203 0.23216  C89 1.509, O91 1.417, F95 1.354, H98 1.091
91 O 2.05115 6.73895 -0.60389  C90 1.417, C92 1.363
92 C 2.00176 5.46160 -0.13054  O91 1.363, O93 1.186, O94 1.354
93 O 1.17138 4.66678 -0.42309  C92 1.186
94 O 3.02662 5.22188 0.72116  C89 1.431, C92 1.354
95 F 3.58963 8.38925 -0.50342  C90 1.354
96 H 4.70046 6.20121 -0.00050  C89 1.091
97 H 4.29775 6.56110 1.68965  C89 1.087
98 H 2.38413 7.94339 1.02801  C90 1.091